[1]
This record from OMol25 describes a structure of composition C19H11Br2ClN5ORhSe. The level of theory is ωB97M-V/def2-TZVPD.

```
41
Properties=species:S:1:pos:R:3:mulliken_charge:R:1
Rh 11.948 11.080 4.190 1.152
Br 12.077 16.255 3.811 -0.017
C 13.486 15.095 3.989 -0.315
C 14.753 15.563 4.030 -0.344
C 15.808 14.712 4.132 0.081
Br 17.535 15.363 4.259 -0.063
C 15.627 13.309 4.192 0.959
C 16.692 12.362 4.291 -0.461
C 16.418 10.996 4.273 -1.145
C 15.100 10.618 4.272 -0.335
N 14.058 11.473 4.159 -0.503
C 14.318 12.799 4.106 -0.183
C 13.192 13.666 3.994 1.160
O 12.036 13.190 3.997 -0.661
H 15.010 16.609 4.129 0.464
H 17.737 12.673 4.332 0.345
H 17.248 10.319 4.389 0.426
H 14.818 9.606 4.324 0.850
Se 8.389 7.971 6.171 0.346
N 7.298 9.365 6.045 -0.747
C 7.856 10.384 5.367 0.832
C 7.262 11.681 5.208 -0.513
C 7.979 12.649 4.580 -0.548
C 9.256 12.419 4.081 -0.503
N 9.866 11.117 4.158 -0.390
C 9.150 10.157 4.788 0.586
N 9.527 8.850 4.934 -0.096
H 6.232 11.832 5.492 0.481
H 7.599 13.627 4.395 0.417
H 9.871 13.102 3.504 0.560
Cl 9.314 6.049 3.473 -0.054
C 10.638 6.875 4.092 -0.421
C 11.657 6.180 4.675 -0.262
C 12.705 6.905 5.259 -0.895
C 12.795 8.285 5.075 -0.248
N 11.887 9.057 4.496 -0.255
C 10.622 8.383 4.121 0.088
H 11.630 5.128 4.518 0.516
H 13.513 6.410 5.816 0.415
H 13.630 8.802 5.539 0.759
H 10.360 8.682 3.105 0.520
```

## Properties
HOMO-LUMO gap (spin up / spin down), eV: 5.6499 / 6.0278
ΔE to the lowest compared entry with this formula, charge and spin, eV: 1.081
E_HOMO (spin up / spin down), Eh: -0.465 / -0.542
Lowest unoccupied orbital energy (spin up / spin down), eV: -7.00 / -8.73
Net charge: +2
Spin multiplicity: 5

=====

[2]
This record from OMol25 describes a cluster of 2 separate species, C19H11Cl6O3S in total. The level of theory is ωB97M-V/def2-TZVPD.

```
40
Properties=species:S:1:pos:R:3:mulliken_charge:R:1
Cl -0.159 0.158 -0.596 0.073
C 1.078 4.015 -0.951 -0.113
Cl 1.998 2.982 -1.927 -0.162
C -0.256 4.342 -1.484 0.347
O -0.796 3.737 -2.418 -0.779
C -0.995 5.340 -0.684 0.129
Cl -2.497 5.815 -1.314 -0.202
C -0.580 5.674 0.601 0.283
Cl -1.517 6.737 1.553 -0.219
C 0.508 4.979 1.208 -0.014
Cl 0.694 5.049 2.891 -0.249
C 1.288 4.091 0.421 0.156
Cl 2.505 3.124 1.149 -0.182
C 4.488 -2.825 -1.070 -0.404
C 3.740 -3.867 -0.525 -0.458
C 2.561 -3.600 0.172 -0.356
C 2.130 -2.278 0.313 0.197
S 0.578 -2.006 1.206 1.242
C -0.554 -1.457 -0.152 -0.331
C -2.049 -1.548 0.106 0.202
C -2.885 -1.654 -1.013 -0.381
C -4.281 -1.715 -0.863 -0.526
C -4.843 -1.655 0.421 -0.402
C -4.006 -1.489 1.523 -0.572
C -2.613 -1.419 1.375 -0.242
O 0.070 -3.338 1.471 -0.654
O 0.747 -1.034 2.261 -0.586
C 2.873 -1.221 -0.220 -0.304
C 4.047 -1.506 -0.927 -0.698
H 5.410 -3.037 -1.602 0.368
H 4.050 -4.906 -0.633 0.350
H 1.966 -4.415 0.571 0.428
H -0.250 -2.163 -0.960 0.475
H -2.384 -1.751 -1.979 0.338
H -4.894 -1.843 -1.753 0.358
H -5.924 -1.689 0.543 0.362
H -4.419 -1.440 2.529 0.358
H -1.959 -1.299 2.236 0.364
H 2.514 -0.200 -0.110 0.401
H 4.616 -0.690 -1.369 0.403
```

## Properties
HOMO-LUMO gap, eV: 6.0170
ΔE to the lowest compared entry with this formula, charge and spin, eV: 0.000
E_HOMO, Eh: -0.136
Lowest unoccupied orbital energy, eV: 2.32
Net charge: -1

=====

[3]
This record from OMol25 describes a structure of composition C19H11N3O6S2Zn. The level of theory is ωB97M-V/def2-TZVPD.

```
42
Properties=species:S:1:pos:R:3:mulliken_charge:R:1
Zn 0.108 0.400 2.128 0.624
O -5.538 1.775 0.026 -0.577
C -4.247 1.482 0.369 1.197
C -3.455 0.655 -0.414 -0.231
C -2.160 0.408 0.007 -0.160
N -1.667 0.919 1.136 -0.196
C -2.423 1.738 1.869 0.161
C -3.725 2.047 1.522 -0.583
C -1.741 2.372 3.097 0.463
O -2.433 3.118 3.786 -0.759
O -0.527 2.062 3.226 -0.591
C -1.258 -0.422 -0.878 0.179
O -1.630 -0.770 -1.980 -0.743
O 0.141 1.605 -1.589 -0.327
H -5.742 1.328 -0.801 0.290
H -3.792 0.230 -1.350 0.446
H -4.293 2.717 2.149 0.535
S 2.361 0.122 2.207 -0.400
C 2.327 -1.216 3.326 0.440
C 3.620 -1.638 3.783 -0.176
N 4.663 -1.978 4.136 -0.564
C 1.225 -1.880 3.781 0.643
S -0.426 -1.532 3.351 -0.478
C 1.406 -2.973 4.691 -0.151
N 1.514 -3.861 5.418 -0.568
C 1.474 -2.444 -0.630 -1.270
C 0.970 -1.136 -1.103 0.402
O -0.105 -0.650 -0.288 -0.154
C 1.348 -0.411 -2.203 0.856
C 0.939 0.939 -2.525 1.049
C 1.356 1.597 -3.646 -0.851
C 2.244 1.024 -4.570 -0.723
C 2.685 -0.265 -4.288 -0.474
C 2.260 -0.960 -3.177 -1.386
H 1.381 -2.504 0.458 0.148
H 2.537 -2.550 -0.863 0.442
H 0.960 -3.324 -1.049 0.192
H 0.081 2.521 -1.875 0.185
H 1.005 2.617 -3.796 0.208
H 2.570 1.567 -5.446 0.334
H 3.376 -0.758 -4.967 0.316
H 2.611 -1.973 -3.028 0.253
```

## Properties
HOMO-LUMO gap, eV: 3.9931
E_HOMO, Eh: -0.003
Lowest unoccupied orbital energy, eV: 3.92
Net charge: -2

=====

[4]
This record from OMol25 describes a structure of composition C19H12F6N6O13RuS5. The level of theory is ωB97M-V/def2-TZVPD.

```
62
Properties=species:S:1:pos:R:3:mulliken_charge:R:1
Ru 0.252 -0.156 -0.966 1.654
F -1.926 -2.909 4.027 -0.210
C -0.885 -2.646 3.247 0.479
F -0.274 -3.784 2.954 -0.198
F -0.035 -1.880 3.938 -0.173
S -1.339 -1.716 1.677 1.205
O -0.041 -1.532 1.063 -0.655
O -2.019 -0.557 2.150 -0.690
N -2.215 -2.733 0.850 -0.669
S -1.856 -2.839 -0.672 1.098
O -1.512 -1.564 -1.290 -0.802
O -2.797 -3.623 -1.387 -0.635
C -0.229 -3.828 -0.759 0.687
F -0.248 -4.624 -1.824 -0.244
F 0.849 -3.038 -0.877 -0.182
F -0.084 -4.584 0.322 -0.239
O 3.248 0.001 1.783 -0.684
C 2.191 0.262 1.251 0.413
O 2.003 0.025 -0.011 -0.455
C 1.126 0.993 2.048 -0.142
C 1.493 1.340 3.329 -0.458
C 0.664 2.118 4.139 -0.909
C -0.551 2.572 3.669 -0.175
C -0.952 2.242 2.385 -0.452
C -0.157 1.388 1.536 1.773
O -0.620 1.066 0.408 -0.633
N -2.172 2.781 1.922 1.059
O -2.767 3.563 2.634 -0.700
O -2.573 2.504 0.791 -0.836
N 1.095 2.504 5.459 1.074
O 2.185 2.136 5.826 -0.628
O 0.334 3.193 6.105 -0.648
H 2.450 1.008 3.708 0.702
H -1.174 3.193 4.299 0.675
S 6.577 1.287 -2.104 -0.273
C 5.022 0.882 -2.515 0.110
S 3.951 -0.136 -1.578 0.062
C 2.746 0.076 -2.874 0.274
N 3.159 0.849 -3.821 -0.774
N 4.384 1.310 -3.629 0.960
C 4.929 2.211 -4.592 -0.113
C 5.922 1.776 -5.456 -0.123
C 6.390 2.640 -6.432 -0.620
C 5.874 3.923 -6.530 -0.414
C 4.906 4.357 -5.640 -0.659
C 4.423 3.500 -4.666 -0.282
S 1.274 -0.798 -2.959 -0.171
H 6.311 0.774 -5.369 0.440
H 7.155 2.309 -7.117 0.366
H 6.222 4.586 -7.307 0.389
H 4.524 5.365 -5.701 0.365
H 3.661 3.815 -3.968 0.492
N -2.693 3.086 -1.791 -0.141
C -1.316 3.579 -1.964 -0.916
C -0.461 2.276 -1.977 1.102
O 0.734 2.293 -1.694 -0.482
O -1.140 1.261 -2.278 -0.774
H -3.424 3.637 -2.240 0.357
H -2.875 2.941 -0.766 0.358
H -2.587 2.097 -2.179 0.341
H -0.994 4.220 -1.146 0.318
H -1.195 4.107 -2.911 0.408
```

## Properties
HOMO-LUMO gap (spin up / spin down), eV: 3.8793 / 4.6594
ΔE to the lowest compared entry with this formula, charge and spin, eV: 3.662
E_HOMO (spin up / spin down), Eh: -0.303 / -0.316
Lowest unoccupied orbital energy (spin up / spin down), eV: -4.37 / -3.95
Net charge: 0